Computed, not measured: a cluster of 3 separate species, C30H55N4O6S in total, with ωB97M-V/def2-TZVPD.

The total charge is +1. As for the HOMO-LUMO gap: 9.492 eV.

```
96
Properties=species:S:1:pos:R:3:mulliken_charge:R:1
C 3.017 1.849 3.162 -1.448
C 1.534 1.503 2.919 0.514
C 1.394 0.083 2.357 -1.739
C -0.048 -0.462 2.339 -0.934
C -0.717 -0.458 0.976 1.591
C 0.162 -1.257 -0.019 -2.159
O 0.724 -2.374 0.588 -0.249
C 2.070 -2.659 0.218 -0.858
N -0.751 0.953 0.422 0.584
C -1.968 1.793 0.739 1.444
C -1.988 2.945 -0.274 -1.926
C -0.921 4.033 -0.073 -0.224
C -1.452 5.434 -0.341 -1.081
O -1.694 5.571 -1.744 -0.557
C -1.942 2.251 2.191 -0.433
C -3.061 3.215 2.565 -0.605
S -2.881 3.880 4.238 -0.226
C -3.314 2.517 5.231 0.352
N -3.786 2.614 6.434 -0.360
N -3.927 1.301 6.890 -0.444
C -3.554 0.542 5.919 -0.081
O -3.139 1.238 4.818 -0.044
C -3.191 0.926 0.486 -1.649
O -3.162 -0.187 1.339 -0.240
C -2.146 -1.082 0.932 -0.139
C -2.271 -2.346 1.733 -0.381
C -2.077 -3.601 1.163 -0.227
C -2.185 -4.727 1.987 -0.568
N -2.460 -4.679 3.286 -0.620
C -2.666 -3.471 3.813 -0.274
C -2.583 -2.278 3.093 -0.630
H 3.287 2.806 2.731 0.395
H 3.652 1.113 2.672 0.369
H 3.272 1.824 4.215 0.320
H 1.185 2.220 2.172 -0.148
H 0.972 1.611 3.841 0.382
H 1.989 -0.572 2.988 0.519
H 1.879 0.068 1.382 0.461
H -0.063 -1.455 2.760 0.794
H -0.628 0.152 3.027 0.215
H 0.927 -0.584 -0.399 0.657
H -0.437 -1.573 -0.881 0.585
H 2.387 -2.118 -0.670 0.299
H 2.750 -2.469 1.043 0.260
H 2.138 -3.716 -0.021 0.350
H -0.691 0.889 -0.605 0.342
H 0.073 1.488 0.710 0.526
H -1.856 2.529 -1.270 0.513
H -2.976 3.396 -0.219 0.885
H -0.146 3.899 -0.826 0.158
H -0.418 3.984 0.892 0.400
H -2.389 5.625 0.185 0.301
H -0.740 6.186 -0.020 0.420
H -2.624 5.426 -1.923 0.340
H -0.998 2.726 2.449 0.359
H -2.034 1.402 2.854 0.156
H -3.062 4.102 1.939 0.306
H -4.043 2.759 2.490 0.415
H -3.529 -0.529 5.903 0.543
H -4.107 1.478 0.648 0.585
H -3.188 0.615 -0.567 0.481
H -2.335 -1.331 -0.117 0.874
H -1.847 -3.704 0.115 0.449
H -2.030 -5.705 1.556 0.427
H -2.904 -3.435 4.867 0.369
H -2.761 -1.327 3.568 0.219
C -1.433 1.977 -4.481 -1.224
C -0.402 2.624 -3.574 -0.064
O 0.214 1.708 -2.667 -0.205
C 0.956 0.672 -3.309 0.079
C 2.104 1.181 -4.158 -1.409
H -2.157 1.404 -3.896 0.269
H -1.966 2.742 -5.044 0.436
H -0.977 1.295 -5.200 0.326
H -0.882 3.376 -2.949 0.032
H 0.357 3.149 -4.159 0.460
H 0.289 0.034 -3.900 0.398
H 1.352 0.056 -2.504 -0.105
H 1.751 1.716 -5.040 0.340
H 2.713 0.346 -4.500 0.387
H 2.733 1.862 -3.583 0.351
C 6.215 -4.394 -3.357 -1.050
C 4.980 -5.179 -2.951 -0.315
O 3.876 -4.363 -2.585 -0.387
C 3.379 -3.514 -3.600 0.158
C 2.849 -4.249 -4.819 -1.243
H 6.467 -3.657 -2.593 0.287
H 7.061 -5.069 -3.483 0.401
H 6.072 -3.863 -4.299 0.255
H 5.199 -5.774 -2.066 0.329
H 4.691 -5.881 -3.740 0.312
H 4.139 -2.779 -3.894 0.259
H 2.564 -2.955 -3.132 -0.023
H 3.648 -4.736 -5.379 0.300
H 2.351 -3.552 -5.493 0.389
H 2.135 -5.018 -4.520 0.341
```

=====

Computed, not measured: the molecule C10H8O3, with ωB97M-V/def2-TZVPD.

As for the HOMO-LUMO gap: 7.852 eV. The SMILES is O=C/C=C/c1ccc2c(c1)OCO2. The value obtained for the energy above the lowest of the compared OMol25 structures with the same formula, charge and spin is 490.4 kJ/mol.

```
21
Properties=species:S:1:pos:R:3:nbo_charge:R:1
C 0.198 4.495 0.373 0.389
C -0.128 2.961 -0.075 -0.306
C 0.780 1.913 0.069 -0.116
C 0.590 0.466 -0.053 -0.101
C 1.721 -0.399 -0.288 -0.181
C 1.549 -1.751 -0.328 -0.244
C 0.165 -2.231 -0.289 0.273
C -1.666 -3.453 0.234 0.204
C -0.896 -1.299 -0.216 0.219
C -0.693 0.018 -0.209 -0.211
H 1.347 4.801 0.130 0.147
H -1.126 2.590 0.056 0.201
H 1.835 2.102 0.029 0.191
H 2.659 0.033 -0.360 0.216
H 2.380 -2.508 -0.421 0.238
H -2.377 -4.468 -0.157 0.224
H -1.538 -3.477 1.462 0.182
H -1.651 0.644 -0.100 0.235
O -0.734 5.217 0.954 -0.533
O -0.353 -3.505 -0.503 -0.507
O -2.062 -2.148 -0.308 -0.519
```

=====

Computed, not measured: the molecule C8H14N2OS, with ωB97M-V/def2-TZVPD.

As for the HOMO-LUMO gap: 9.478 eV. The SMILES is C/N=C/[C@H]1[C@H](C)N1SCC(C)=O. The value obtained for the energy above the lowest of the compared OMol25 structures with the same formula, charge and spin is 422.8 kJ/mol.

```
26
Properties=species:S:1:pos:R:3:nbo_charge:R:1
C -0.028 0.846 0.894 -0.121
C 1.403 0.462 1.326 0.131
C -1.813 -1.980 -1.537 0.559
C -0.186 1.900 -0.091 -0.089
C -1.031 -3.217 -1.162 -0.725
C -1.280 2.911 0.020 -0.615
C 3.124 0.105 2.710 -0.439
C -1.188 -1.014 -2.429 -0.639
N 1.795 0.232 2.530 -0.405
N -0.569 0.543 -0.484 -0.552
O -2.934 -1.809 -1.147 -0.520
S 0.324 -0.364 -1.610 0.370
H -0.784 0.729 1.612 0.218
H 1.847 0.479 0.299 0.150
H 0.616 2.455 -0.582 0.212
H -0.216 -2.869 -0.419 0.250
H -1.787 -4.047 -0.770 0.241
H -0.433 -3.639 -1.857 0.219
H -2.192 2.661 0.741 0.215
H -1.652 3.128 -0.959 0.219
H -1.016 3.857 0.549 0.223
H 3.837 -0.220 1.889 0.180
H 3.689 1.038 3.023 0.213
H 3.346 -0.680 3.612 0.194
H -1.834 -0.146 -2.721 0.254
H -1.040 -1.360 -3.436 0.254
```

=====

Computed, not measured: a structure of composition C5H5N3O, with ωB97M-V/def2-TZVPD.

As for the HOMO-LUMO gap: 9.558 eV. The value obtained for the energy above the lowest of the compared OMol25 structures with the same formula, charge and spin is 514.8 kJ/mol.

```
14
Properties=species:S:1:pos:R:3:nbo_charge:R:1
C -1.082 -0.053 0.198 0.675
C -0.939 -1.531 0.586 -0.494
C 0.539 -1.577 0.081 -0.202
C 1.059 1.821 -0.893 0.013
C 0.013 2.758 -0.157 0.214
H -1.664 -2.568 0.454 0.254
H -0.881 -1.636 1.730 0.244
H 0.708 -2.428 -0.548 0.215
H 1.211 -1.761 1.002 0.161
H 1.645 2.220 -1.608 0.216
N 0.365 -0.300 -0.171 -0.320
N 1.302 0.567 -0.870 -0.170
N -0.404 3.670 0.440 -0.284
O -1.872 0.816 -0.244 -0.521
```